# 1
Here is C8H14O in the gas phase from the Open Molecules 2025 dataset. Energies are from ωB97M-V/def2-TZVPD.

Its SMILES is C[C@H]1O/C1=C\C(C)(C)C. For the total energy, the calculation gives -10566.2107 eV. The spin multiplicity is 1. For the HOMO energy, the calculation gives -8.5 eV.

Each line ends with the natural charge from an NBO analysis.
Geometry (Å):
C: 3.12527 0.22732 1.81698  -0.64
C: 1.94797 1.14654 1.65900  0.07
O: 1.53506 1.12171 0.26814  -0.52
C: 0.62360 0.35279 1.00518  0.29
C: -0.61049 -0.25492 0.74681  -0.31
C: -1.14182 -0.34652 -0.68769  -0.11
C: -0.22479 -1.21976 -1.56435  -0.61
C: -1.16816 1.13549 -1.12797  -0.61
C: -2.53654 -0.89467 -0.51910  -0.60
H: 3.63751 0.31764 2.64220  0.21
H: 3.84849 0.50546 1.04080  0.22
H: 2.83198 -0.83580 1.56440  0.23
H: 1.59873 2.06662 2.18151  0.22
H: -1.34500 -0.53250 1.44723  0.22
H: 0.63952 -1.39692 -0.92676  0.22
H: 0.14458 -0.84326 -2.58253  0.22
H: -0.81452 -2.20490 -1.76865  0.20
H: -1.54995 1.30805 -2.15027  0.20
H: -1.86956 1.76381 -0.44785  0.20
H: -0.11863 1.69278 -1.14389  0.23
H: -3.01751 -0.31407 0.30273  0.21
H: -2.41068 -1.97709 -0.32944  0.21
H: -3.12507 -0.81779 -1.42647  0.21

Atoms 1-6, force components in eV/Å:
-2.053 -0.715 -4.705
-4.429 -2.585 -1.262
-1.097 -0.886 -0.035
0.140 1.539 0.823
4.226 1.901 -0.717
0.889 1.977 0.166



# 2
Here is a molecular structure, C22H27N6O3PbS4 from the Open Molecules 2025 dataset. Energies are from ωB97M-V/def2-TZVPD.

For the total energy, the calculation gives -86917.7252 eV. The spin multiplicity is 1. For the HOMO energy, the calculation gives -10.0 eV. Its net charge is +1.

Each line ends with the natural charge from an NBO analysis.
Geometry (Å):
Pb: 0.39571 0.79001 -0.16484  1.34
C: -3.52775 2.04462 1.47159  -0.69
C: -2.77707 0.89094 0.91968  0.40
N: -1.99941 0.12075 1.64822  -0.40
C: -1.59538 0.47135 2.99932  -0.25
C: -0.19177 -0.04636 3.38046  -0.26
N: 0.86058 0.29825 2.41467  -0.67
C: 1.93125 -0.70678 2.33658  -0.24
C: 3.05886 -0.29396 1.38742  -0.23
N: 2.68260 -0.25563 -0.03391  -0.68
C: 2.78543 -1.50407 -0.80486  -0.23
C: 1.44334 -2.18558 -1.14180  -0.27
N: 0.39857 -1.27160 -1.48876  -0.49
C: -0.53964 -1.45127 -2.32955  0.35
C: -0.67605 -2.54413 -3.33070  -0.69
C: -1.71753 -0.55663 -2.18823  0.15
C: -2.78130 -0.40719 -3.07852  -0.18
C: -3.89552 0.30684 -2.65222  -0.14
C: -3.99506 0.75646 -1.33883  -0.17
C: -2.89445 0.56652 -0.50766  0.13
N: -1.78952 -0.00014 -0.98672  -0.47
H: -2.91342 2.68533 2.10072  0.26
H: -4.35487 1.67524 2.07994  0.27
H: -3.92889 2.65840 0.67160  0.26
H: -1.61702 1.55868 3.09273  0.21
H: -2.30958 0.04756 3.71236  0.25
H: -0.20808 -1.13049 3.49186  0.26
H: 0.03092 0.37397 4.36988  0.21
H: 1.27300 1.19072 2.67199  0.37
H: 1.48860 -1.65102 2.02089  0.23
H: 2.38006 -0.87118 3.32253  0.21
H: 3.90354 -0.97581 1.54628  0.21
H: 3.38286 0.71294 1.66170  0.21
H: 3.26278 0.43581 -0.49255  0.40
H: 3.39285 -2.24277 -0.27060  0.21
H: 3.29208 -1.28107 -1.74605  0.21
H: 1.06551 -2.69780 -0.25062  0.26
H: 1.64607 -2.95396 -1.89415  0.21
H: 0.16072 -3.23468 -3.29704  0.24
H: -0.73595 -2.09711 -4.32415  0.25
H: -1.59513 -3.09709 -3.14920  0.25
H: -2.73925 -0.80453 -4.08017  0.24
H: -4.70934 0.48575 -3.33836  0.24
H: -4.90287 1.21825 -0.98268  0.24
S: -0.35837 3.43695 -0.64352  -0.29
C: 0.41858 3.01933 -2.08222  -0.09
N: 0.86527 1.79193 -2.27277  -0.70
C: 1.35195 1.60529 -3.53553  0.19
C: 1.81891 0.40701 -4.06441  -0.27
C: 2.22852 0.37123 -5.38015  -0.19
C: 2.20223 1.51641 -6.16903  -0.22
C: 1.74967 2.71944 -5.65942  -0.20
C: 1.31839 2.75585 -4.34550  -0.24
S: 0.64079 4.09356 -3.44603  0.44
H: 1.82614 -0.46860 -3.43978  0.20
H: 2.56702 -0.55653 -5.81208  0.22
H: 2.52581 1.46359 -7.19432  0.23
H: 1.71886 3.60482 -6.27185  0.23
O: -2.37309 -3.57872 2.87202  -0.89
S: -1.09619 -3.29520 2.31255  2.38
O: -0.75867 -3.76143 0.98106  -0.92
O: 0.00258 -3.07713 3.21171  -0.93
S: -1.40331 -1.43574 1.10625  0.03

Atoms 1-6, force components in eV/Å:
0.192 0.144 0.688
0.041 0.205 0.084
0.440 -0.331 0.526
-0.733 0.393 -0.368
0.403 0.378 0.956
-0.011 0.039 0.005